A structure of composition C42H58BrMnP3Si, computed with ωB97M-V/def2-TZVPD.

E_LUMO (spin up / spin down) in eV: -2.40 / -2.49
DFT total energy in eV: -181598.6956
HOMO-LUMO gap (spin up / spin down) in eV: 8.1090 / 7.9828
Energy above the lowest of the compared OMol25 structures with the same formula, charge and spin in eV: 0.000
Total charge: +1
2S+1: 5

XYZ file:
```
106
Properties=species:S:1:pos:R:3:forces:R:3:lowdin_charge:R:1
Mn -0.092028 -0.581452 -0.066087 -0.219 -0.766 -0.132 0.351
C -3.937969 -0.964026 -3.065073 0.003 -0.029 -0.066 -0.095
C -2.721794 -0.120296 -2.689123 -0.078 -0.012 0.018 -0.492
C -1.488240 -0.530436 -3.513187 -0.074 -0.008 0.023 -0.100
P -2.370435 0.077938 -0.856768 0.165 0.089 -0.116 1.068
C -3.600828 -0.702010 0.309512 -0.088 -0.027 -0.032 -0.510
C -3.742082 -2.221363 0.186365 -0.115 0.064 -0.035 -0.092
C -4.974351 -0.042335 0.418929 -0.091 -0.070 0.060 -0.099
C -2.651422 1.879991 -0.649555 0.048 0.047 -0.055 -0.379
C -3.871134 2.492924 -0.953845 0.028 0.033 -0.058 -0.096
C -4.040541 3.850657 -0.739658 0.036 0.000 0.021 -0.053
C -2.994888 4.611019 -0.221703 0.021 -0.060 -0.021 -0.056
C -1.767607 4.017565 0.031320 -0.013 -0.093 -0.011 -0.087
C -1.573647 2.649194 -0.198330 -0.225 0.161 -0.005 -0.305
Si 0.084811 1.784941 -0.160090 0.019 0.374 0.061 0.591
C 0.919024 2.262811 -1.773383 0.084 0.098 -0.257 -0.279
C 0.731506 3.501227 -2.397477 0.032 -0.099 0.004 -0.071
C 1.370910 3.803700 -3.592455 -0.061 -0.010 0.080 -0.059
C 2.218883 2.872738 -4.170909 0.031 -0.028 -0.025 -0.058
C 2.420298 1.638841 -3.569074 0.019 -0.001 0.034 -0.091
C 1.758855 1.313653 -2.383785 0.047 0.090 0.038 -0.356
P 2.005852 -0.210979 -1.387024 0.039 0.171 0.053 1.067
C 3.512931 0.284398 -0.423252 0.076 -0.005 -0.038 -0.503
C 3.826403 -0.585450 0.798024 -0.003 0.004 -0.065 -0.092
C 4.754519 0.511512 -1.288198 0.055 0.041 0.056 -0.081
C 2.325704 -1.707254 -2.440608 -0.038 0.024 -0.088 -0.505
C 3.256692 -2.700042 -1.742118 0.063 -0.010 -0.030 -0.096
C 2.773790 -1.501539 -3.884440 0.059 -0.076 -0.039 -0.102
C 1.107912 2.306558 1.328109 0.211 0.124 0.138 -0.294
C 1.846092 3.496489 1.339623 -0.024 -0.080 0.023 -0.083
C 2.586372 3.870173 2.452475 -0.034 -0.026 -0.021 -0.058
C 2.587875 3.061255 3.581095 -0.001 0.003 -0.003 -0.056
C 1.861437 1.879759 3.593385 -0.032 0.020 -0.020 -0.086
C 1.135084 1.479410 2.468532 -0.040 0.117 0.049 -0.349
P 0.094476 -0.028439 2.408458 -0.018 0.256 -0.010 1.057
C -1.386382 0.384915 3.451439 0.062 0.020 0.059 -0.517
C -2.138694 1.600412 2.915200 0.011 0.055 0.085 -0.097
C -1.066506 0.597531 4.931867 -0.063 0.041 0.041 -0.090
C 0.903379 -1.463755 3.248249 0.008 -0.002 0.145 -0.538
C 1.846516 -1.259672 4.433999 0.020 -0.083 0.040 -0.094
C -0.180136 -2.508587 3.544859 0.021 -0.023 0.096 -0.108
H -4.112185 -0.871986 -4.139907 0.000 -0.007 0.033 0.090
H -4.849838 -0.649248 -2.556773 0.042 -0.002 0.013 0.066
H -3.773380 -2.021353 -2.855961 0.007 -0.002 0.020 0.068
H -2.934873 0.914447 -2.954234 -0.093 0.073 -0.038 0.096
H -1.460096 -1.605000 -3.691466 0.007 -0.002 0.041 0.070
H -0.546240 -0.244357 -3.045406 0.054 0.088 0.063 0.038
H -1.522365 -0.038936 -4.487548 -0.033 -0.034 0.019 0.091
H -3.080879 -0.519464 1.256841 0.012 0.040 0.031 0.070
H -4.235171 -2.516490 -0.739545 0.010 0.029 -0.003 0.072
H -4.368560 -2.574277 1.008961 0.021 0.016 -0.021 0.088
H -2.791001 -2.734797 0.252044 0.185 -0.057 -0.039 0.047
H -5.564370 -0.150378 -0.494602 0.057 0.005 0.037 0.074
H -4.917070 1.013649 0.675388 -0.011 -0.080 0.028 0.062
H -5.525074 -0.546818 1.216576 -0.014 0.022 -0.034 0.089
H -4.699010 1.916584 -1.352762 0.086 0.042 -0.007 0.107
H -4.991836 4.316191 -0.966535 0.039 -0.007 0.008 0.113
H -3.137756 5.668499 -0.036689 0.011 -0.024 -0.002 0.112
H -0.950284 4.625721 0.410325 -0.041 -0.048 -0.019 0.108
H 0.061431 4.233179 -1.957924 0.036 -0.045 -0.006 0.097
H 1.207805 4.761031 -4.071272 0.000 -0.011 0.020 0.111
H 2.731583 3.103076 -5.096902 -0.022 -0.002 0.030 0.113
H 3.105111 0.948229 -4.035205 -0.023 0.001 0.020 0.083
H 3.188191 1.260397 -0.046717 -0.025 0.011 -0.008 0.088
H 4.414591 -1.462096 0.528995 -0.017 -0.011 -0.013 0.077
H 2.924698 -0.929677 1.305958 -0.046 0.023 -0.018 0.037
H 4.404968 -0.004990 1.520159 0.013 -0.008 -0.048 0.090
H 5.141929 -0.420150 -1.702977 -0.040 0.016 0.021 0.069
H 5.545057 0.945058 -0.670325 -0.016 -0.021 -0.023 0.090
H 4.567944 1.204679 -2.108730 -0.015 -0.019 0.040 0.067
H 1.336083 -2.166413 -2.467257 -0.059 -0.008 -0.010 0.072
H 4.296583 -2.378219 -1.806354 -0.004 -0.007 0.005 0.072
H 3.175401 -3.664701 -2.246322 0.014 0.010 0.005 0.095
H 3.007913 -2.863256 -0.698173 -0.054 0.024 0.060 0.049
H 3.775603 -1.071771 -3.946793 -0.015 -0.003 -0.003 0.077
H 2.085076 -0.885863 -4.459810 -0.022 0.000 0.019 0.069
H 2.813078 -2.483107 -4.363563 0.015 0.033 0.005 0.091
H 1.855516 4.132670 0.458261 -0.008 -0.045 0.046 0.106
H 3.156964 4.790782 2.444566 -0.013 -0.027 -0.011 0.112
H 3.154956 3.350025 4.457621 -0.020 -0.003 -0.031 0.113
H 1.863928 1.279186 4.490840 0.002 0.011 -0.028 0.085
H -2.027288 -0.496279 3.364085 -0.043 -0.044 -0.043 0.096
H -1.515894 2.498856 2.955557 -0.019 -0.046 -0.002 0.089
H -3.018540 1.779045 3.538535 0.038 0.003 -0.018 0.094
H -2.476782 1.481993 1.889399 0.013 -0.034 0.001 0.037
H -0.406939 1.455984 5.077174 -0.026 -0.038 -0.020 0.078
H -0.620023 -0.273481 5.406740 -0.007 0.024 -0.037 0.055
H -1.999056 0.812335 5.459778 0.046 0.009 0.002 0.090
H 1.524523 -1.870661 2.456586 0.071 -0.039 -0.111 0.039
H 1.364576 -0.828790 5.310776 -0.003 0.004 -0.040 0.067
H 2.706124 -0.645010 4.170491 -0.015 -0.013 -0.023 0.067
H 2.231298 -2.240373 4.725086 -0.014 0.024 0.023 0.091
H -0.762346 -2.235619 4.427801 0.026 -0.031 -0.056 0.075
H 0.290642 -3.473219 3.744547 -0.007 0.032 0.004 0.092
H -0.866197 -2.652418 2.707058 0.029 0.024 -0.034 0.065
Br 0.192435 -7.293498 -1.167398 0.011 -0.139 -0.021 0.756
C 0.061555 -5.438760 -0.857384 0.021 0.007 0.012 -0.708
C -0.795347 -4.671738 -1.625775 -0.047 0.117 -0.003 -0.123
C -0.878733 -3.305770 -1.381740 -0.115 0.020 -0.044 -0.161
C -0.134143 -2.638813 -0.397584 0.102 -0.256 0.173 -0.265
C 0.720055 -3.476446 0.334730 0.014 -0.134 0.013 -0.166
C 0.825274 -4.850226 0.132219 0.013 0.137 0.006 -0.128
H -1.395381 -5.135846 -2.399089 0.020 0.027 0.025 0.104
H -1.576292 -2.752200 -1.996215 -0.063 0.052 -0.025 0.058
H 1.367511 -3.060767 1.096841 0.010 -0.024 0.019 0.063
H 1.503906 -5.450357 0.725655 -0.021 0.023 -0.004 0.105
```
Forces are in eV/Å.